1.
{"formula": "C26H35MoN3O6PS4", "method": "the ωB97M-V functional and the def2-TZVPD basis", "symbols": ["Mo", "C", "C", "O", "P", "S", "S", "O", "C", "C", "H", "H", "H", "H", "H", "H", "H", "H", "H", "H", "C", "N", "C", "N", "S", "H", "H", "H", "H", "H", "H", "C", "C", "C", "C", "C", "C", "C", "S", "O", "O", "N", "C", "C", "C", "O", "O", "H", "H", "H", "H", "H", "H", "H", "H", "H", "H", "H", "H", "C", "C", "C", "C", "C", "C", "C", "C", "C", "C", "H", "H", "H", "H", "H", "H", "H"], "coordinates": [[-1.0643, 0.9330, 0.7484], [-6.9940, 2.7043, -0.0582], [-5.8622, 1.7526, -0.3794], [-5.0223, 1.5131, 0.7744], [-3.7251, 2.3485, 1.1185], [-2.8299, 1.5370, 2.6693], [-2.5536, 2.5294, -0.5202], [-4.3223, 3.7855, 1.4600], [-3.4056, 4.8633, 1.7797], [-3.6332, 6.0005, 0.8153], [-7.5679, 2.8999, -0.9669], [-6.6086, 3.6495, 0.3213], [-7.6617, 2.2764, 0.6903], [-5.2444, 2.1170, -1.1995], [-6.2391, 0.7694, -0.6452], [-2.3756, 4.5067, 1.7293], [-3.6123, 5.1541, 2.8075], [-3.4458, 5.6702, -0.2079], [-2.9519, 6.8228, 1.0473], [-4.6582, 6.3694, 0.8834], [1.4022, 3.6639, -2.4550], [0.7501, 3.2443, -1.2286], [1.2375, 3.4031, -0.0242], [2.3856, 4.0696, 0.1360], [0.4093, 2.7975, 1.3745], [0.6933, 3.5697, -3.2723], [2.2700, 3.0368, -2.6726], [1.7056, 4.7098, -2.3886], [-0.0712, 2.6531, -1.2710], [2.9979, 4.2417, -0.6429], [2.7892, 4.0634, 1.0566], [3.5348, -5.5051, -2.2408], [3.2078, -5.0657, -0.8369], [3.4771, -5.8835, 0.2561], [3.1917, -5.4669, 1.5498], [2.6419, -4.2074, 1.7478], [2.3606, -3.3775, 0.6700], [2.6369, -3.8140, -0.6128], [2.3545, -3.6501, 3.3987], [3.3335, -2.6541, 3.7224], [2.1948, -4.8266, 4.2026], [0.9237, -2.8654, 3.3671], [-0.2390, -3.5434, 2.7667], [-1.4197, -2.5890, 2.6410], [-1.2001, -1.3779, 1.7865], [-0.2213, -0.5683, 2.0242], [-1.9978, -1.0661, 0.8665], [3.7500, -6.5730, -2.2842], [4.4116, -4.9697, -2.6134], [2.7086, -5.2912, -2.9216], [3.9085, -6.8656, 0.0948], [3.3794, -6.1060, 2.4029], [1.9123, -2.4023, 0.8246], [2.4024, -3.1720, -1.4544], [1.0448, -1.9056, 3.0515], [-0.5308, -4.3661, 3.4157], [-0.0015, -3.9633, 1.7870], [-1.6896, -2.2117, 3.6319], [-2.2705, -3.1293, 2.2350], [4.1324, 0.1947, -1.9159], [3.7038, 0.3956, -0.5823], [2.3700, 0.4022, -0.2811], [1.3709, 0.2061, -1.2769], [-0.0435, 0.2195, -0.9623], [-0.8910, -0.1898, -1.9760], [-0.4480, -0.4579, -3.2960], [0.8725, -0.3613, -3.6128], [1.8180, -0.0485, -2.6033], [3.2082, -0.0283, -2.8956], [5.1905, 0.1899, -2.1504], [4.4381, 0.5189, 0.2068], [2.0549, 0.5280, 0.7467], [-1.9515, -0.2837, -1.7686], [-1.1678, -0.7488, -4.0526], [1.2201, -0.5590, -4.6216], [3.5263, -0.2164, -3.9161]], "homo_ev": [-7.10, -6.85], "total_energy_ev": -98775.13211, "homo_lumo_gap_ev": [6.37, 6.46], "multiplicity": 2, "s2": 0.7546, "fmax_ev_per_a": 1.13, "relative_energy_kcal_mol": 1.3, "charge": 0}

---

2.
{"formula": "C26H35N2OSSb2Se4Tb", "method": "the ωB97M-V functional and the def2-TZVPD basis", "symbols": ["Tb", "O", "N", "C", "C", "C", "C", "C", "S", "H", "H", "H", "H", "Se", "Sb", "Se", "Se", "Se", "C", "C", "C", "C", "C", "C", "N", "C", "C", "C", "C", "C", "C", "H", "H", "H", "H", "H", "H", "H", "H", "H", "H", "C", "C", "C", "Sb", "C", "C", "C", "C", "C", "C", "H", "H", "H", "H", "H", "H", "H", "H", "H", "H", "H", "H", "H", "H", "H", "H", "H", "H", "H", "H", "H"], "coordinates": [[10.9407, 10.3050, 8.3852], [10.4144, 11.1452, 10.3820], [10.2758, 10.0090, 11.1890], [11.2563, 9.7635, 12.1155], [11.2356, 8.5372, 12.7163], [10.3359, 7.5542, 12.3354], [9.4281, 7.7114, 11.3083], [9.3676, 9.0062, 10.7480], [8.1891, 9.3030, 9.5784], [12.0081, 10.5342, 12.2970], [11.9633, 8.2737, 13.4959], [10.3690, 6.6049, 12.8556], [8.7902, 6.9210, 10.9378], [16.4668, 13.3763, 7.4345], [14.1453, 13.1437, 8.2432], [13.9453, 10.9282, 9.3668], [11.5676, 13.4627, 7.4873], [14.4128, 14.9193, 10.0453], [9.7377, 6.0857, 8.0328], [10.9736, 6.4662, 8.5328], [11.7112, 7.4274, 7.8347], [11.1717, 8.1070, 6.7208], [9.9829, 7.5507, 6.1280], [9.2369, 6.6289, 6.8471], [11.7355, 9.3882, 6.3504], [13.0200, 9.4492, 5.8595], [14.0312, 8.4133, 5.8218], [15.3943, 8.7153, 5.7316], [15.8050, 10.0250, 5.5152], [14.8757, 11.0436, 5.3215], [13.5273, 10.7323, 5.4634], [9.1747, 5.3032, 8.5410], [11.3236, 6.0821, 9.5016], [12.7552, 7.6202, 8.1113], [9.6096, 7.9017, 5.1591], [8.2590, 6.3216, 6.4852], [13.7177, 7.3764, 5.9729], [16.1592, 7.9426, 5.8357], [16.8774, 10.2394, 5.4335], [15.2279, 12.0554, 5.1050], [12.7629, 11.5095, 5.3803], [9.4742, 14.2062, 5.1533], [8.8127, 14.7749, 6.4303], [9.5962, 15.8127, 7.2298], [8.6563, 12.8964, 7.6659], [6.7432, 11.5720, 6.6311], [7.3499, 10.4688, 5.7526], [5.6258, 12.4081, 6.0306], [8.1526, 13.4743, 9.8260], [6.7961, 14.1745, 9.8952], [9.3449, 14.2189, 10.4204], [9.4023, 14.9683, 4.3172], [8.9391, 13.3311, 4.7707], [10.5239, 13.9601, 5.3195], [7.7662, 15.0713, 6.2428], [10.6887, 15.7004, 7.1478], [9.3040, 15.8081, 8.2876], [9.3397, 16.8339, 6.8468], [6.4924, 11.1897, 7.6199], [8.0088, 10.9363, 4.9806], [6.5839, 9.8749, 5.2273], [7.9438, 9.8033, 6.3831], [5.9412, 12.8697, 5.0762], [5.3817, 13.2754, 6.6970], [4.6806, 11.8572, 5.8770], [8.0578, 12.4476, 10.2407], [6.7876, 15.0930, 9.2877], [6.4967, 14.4231, 10.9280], [6.0082, 13.5104, 9.5039], [9.6302, 15.1402, 9.8769], [10.2235, 13.5708, 10.4470], [9.1445, 14.4941, 11.4657]], "homo_ev": [-0.49, -0.49], "total_energy_ev": -340287.89760, "homo_lumo_gap_ev": [4.14, 4.15], "multiplicity": 7, "s2": 12.7207, "fmax_ev_per_a": 3.24, "relative_energy_kcal_mol": 0.0, "charge": -2}

---

3.
{"formula": "C26H35N5", "method": "the ωB97M-V functional and the def2-TZVPD basis", "symbols": ["C", "C", "C", "N", "N", "N", "C", "C", "C", "C", "C", "C", "C", "C", "C", "C", "H", "H", "H", "H", "H", "H", "H", "H", "H", "H", "H", "H", "H", "H", "H", "H", "H", "H", "H", "H", "H", "H", "H", "H", "H", "C", "C", "C", "C", "N", "C", "N", "C", "C", "C", "C", "C", "C", "C", "C", "H", "H", "H", "H", "H", "H", "H", "H", "H", "H"], "coordinates": [[3.3180, 1.4079, 2.7962], [2.8834, 1.7499, 1.3794], [3.4198, 3.0854, 0.9165], [1.4164, 1.8633, 1.3152], [0.8787, 2.9913, 1.7490], [-0.4592, 2.7447, 1.8076], [-1.2713, 3.9860, 1.9101], [-0.9925, 4.8367, 0.6878], [-0.8141, 4.6697, 3.1772], [-0.7532, 1.4730, 1.4356], [-2.1598, 0.9032, 1.6198], [-2.1323, -0.6235, 1.5423], [-3.0541, 1.4518, 0.5059], [-2.7097, 1.2847, 3.0015], [0.4664, 0.8925, 1.0354], [0.8154, -0.3439, 0.4461], [4.4110, 1.4144, 2.8697], [2.9203, 2.1444, 3.5062], [2.9625, 0.4118, 3.0792], [3.1593, 0.9495, 0.6936], [4.5100, 3.1033, 0.9979], [3.1538, 3.2550, -0.1307], [2.9948, 3.8941, 1.5196], [-2.3239, 3.7065, 1.9552], [-1.4659, 5.8180, 0.7928], [0.0904, 4.9742, 0.5843], [-1.3816, 4.3609, -0.2187], [-1.2634, 5.6643, 3.2567], [-1.1019, 4.0948, 4.0627], [0.2760, 4.7665, 3.1581], [-1.4078, -1.0274, 2.2607], [-3.1190, -1.0369, 1.7995], [-1.8754, -0.9655, 0.5334], [-3.0903, 2.5485, 0.5163], [-2.6698, 1.1273, -0.4693], [-4.0764, 1.0712, 0.6278], [-2.7422, 2.3668, 3.1633], [-3.7348, 0.9041, 3.1023], [-2.0958, 0.8339, 3.7911], [0.2791, -1.2082, 0.8162], [1.8312, -0.4525, 0.0713], [1.0092, -1.6849, -6.4974], [2.3098, -1.7168, -5.9704], [2.5045, -1.6690, -4.5889], [1.4014, -1.6253, -3.7188], [1.6208, -1.5603, -2.3187], [0.9924, -2.0876, -1.3945], [0.6395, -2.8521, -0.4935], [-0.0207, -4.0939, -0.4720], [-1.0320, -4.2905, 0.4819], [-1.7846, -5.4618, 0.4682], [-1.4700, -6.4765, -0.4471], [-0.4076, -6.3127, -1.3488], [0.3224, -5.1213, -1.3638], [0.0994, -1.6152, -4.2491], [-0.0935, -1.6434, -5.6320], [0.8564, -1.6880, -7.5786], [3.1706, -1.7734, -6.6376], [3.5035, -1.6762, -4.1507], [-1.2134, -3.4882, 1.2000], [-2.6087, -5.5775, 1.1732], [-2.0468, -7.4027, -0.4458], [-0.1505, -7.1151, -2.0430], [1.1571, -4.9550, -2.0486], [-0.7437, -1.5742, -3.5558], [-1.1076, -1.6299, -6.0330]], "homo_ev": -5.73, "total_energy_ev": -34976.36673, "homo_lumo_gap_ev": 6.38, "fmax_ev_per_a": 2.84, "relative_energy_kcal_mol": 104.5, "charge": 0}

---

> charge of number 1 (C26H35MoN3O6PS4)?

0